Entry 1:
A molecular structure, C38H57CaINOP2, computed with ωB97M-V/def2-TZVPD.

ORCA input file:
```
! wB97M-V def2-TZVPD RIJCOSX def2/J DEFGRID3
* xyz -1 1
I -2.5912 1.0172 3.7982
Ca -0.4537 1.1936 1.6933
P 1.5781 -0.9093 2.0501
P -1.7261 1.6943 -0.9354
O 0.8632 2.9145 1.8009
N -0.8909 -0.7839 0.3518
C 3.3032 -0.4026 1.5696
C -3.5481 3.3181 -2.5603
C 2.8227 -2.6768 4.0174
C -0.1667 -1.9265 0.1591
C 1.2636 2.6335 4.9730
C 0.3172 -2.3876 3.9788
C 3.2398 5.6410 1.4860
C 3.6126 1.7631 4.8279
C 3.8366 4.2844 3.3558
C -5.0569 -0.7123 -0.3703
C 1.2393 5.1989 0.0483
C -6.5481 -0.6554 -0.5670
C -2.8554 0.3183 -0.5528
C -1.8821 0.4243 -3.4776
C 1.0477 -2.1677 0.8564
C 1.2419 4.1243 -1.0402
C 2.7478 3.4561 3.1287
C -0.5403 -2.9096 -0.7967
C 1.7584 -3.3518 0.6314
C 3.1645 0.6431 0.4579
C 0.1957 -4.0525 -1.0010
C -3.5497 3.5902 -0.0369
C -0.9848 1.2890 -2.5969
C 4.0977 5.3791 2.5430
C 0.3952 0.6467 -2.4446
C -2.7301 3.2153 -1.2726
C 4.3102 -1.4642 1.1312
C 1.3637 -4.3155 -0.2783
C -2.2502 -0.7961 0.0629
C -4.2381 0.3332 -0.7545
C -3.0937 -1.8527 0.4594
C -0.1887 5.5239 0.4931
C 2.1384 4.8391 1.2139
C 1.8766 3.7138 2.0353
C 2.4216 2.2879 4.0322
C -4.4519 -1.8111 0.2450
C 1.6707 -1.7245 3.7153
C 2.1619 -5.5717 -0.5037
H 2.9584 -5.6632 0.2363
H 4.0018 -1.9176 0.1881
H -0.1410 -4.7659 -1.7479
H 3.4258 6.4979 0.8448
H -2.8807 0.8447 -3.6002
H 4.1478 1.0188 0.1623
H 1.6605 6.1113 -0.3894
H -2.9532 3.5381 0.8762
H -1.4342 0.3023 -4.4680
H -4.6982 1.1920 -1.2248
H -7.0680 -0.5303 0.3861
H 1.0597 1.2666 -1.8420
H 2.0742 1.4810 3.3780
H 0.6481 4.4421 -1.9039
H 0.9411 1.7589 5.5444
H 4.4713 1.5579 4.1841
H -4.3867 2.6228 -2.5874
H 4.5009 4.0755 4.1867
H -2.6506 -2.7002 0.9677
H -1.9986 -0.5667 -3.0347
H 5.2808 -0.9876 0.9650
H 2.8003 -3.5509 3.3644
H -1.9257 3.9579 -1.3538
H 2.2582 3.9157 -1.3820
H 3.3419 0.8389 5.3451
H 0.8148 3.2020 -0.6481
H -0.1905 6.3178 1.2423
H 4.4509 -2.2600 1.8611
H -4.4031 2.9263 0.1025
H 0.3167 -0.3286 -1.9624
H -1.4388 -2.7484 -1.3790
H 3.7933 -2.1902 3.9170
H 3.6844 0.0963 2.4683
H 2.7028 0.1891 -0.4245
H 3.9309 2.4781 5.5909
H -0.5133 -1.6967 3.8153
H -2.9360 3.1361 -3.4446
H 1.5366 -6.4646 -0.4313
H -6.8262 0.1825 -1.2077
H -0.7897 5.8586 -0.3584
H -3.9602 4.3276 -2.6487
H 1.7587 -0.8634 4.3896
H 4.9533 6.0155 2.7321
H 0.4019 3.0025 4.4174
H 0.2651 -2.7352 5.0134
H 0.8562 0.5067 -3.4266
H -0.6596 4.6445 0.9312
H -5.0673 -2.6393 0.5822
H 1.5732 3.4096 5.6790
H 2.5560 1.4945 0.7666
H -6.9262 -1.5705 -1.0279
H 2.6291 -5.5825 -1.4926
H -0.8515 2.2709 -3.0671
H 2.7391 -3.0378 5.0467
H -3.9255 4.6120 -0.1328
H 0.1786 -3.2481 3.3201
H 2.6642 -3.5288 1.1971
*
```

ΔE to the lowest compared entry with this formula, charge and spin ... 0.0 kcal/mol
HOMO energy ... -0.15236 hartree
HOMO-LUMO gap ... 6.73 eV
E_tot ... -88994.18680 eV
Lowest unoccupied orbital energy ... 2.58 eV

Here are the Mulliken charges for atoms 1 to 2, given in e: I -0.634; Ca 0.331

Entry 2:
3 unconnected molecules or ions with the total composition C26H53N6O6, computed with ωB97M-V/def2-TZVPD.

ORCA input file:
```
! wB97M-V def2-TZVPD RIJCOSX def2/J DEFGRID3
* xyz -1 3
O -3.0055 -0.4298 2.8751
O -4.5021 -1.0312 0.9929
O -1.7548 -4.9785 -0.7774
O 0.1551 -2.0040 4.4069
O 1.4727 2.6088 -3.0463
O 0.0538 -0.0536 5.8289
N 2.0811 2.3304 1.1462
N 4.0001 0.8830 1.5635
N -0.4964 1.5752 3.4862
N 1.9003 -0.1162 0.5114
N 2.1324 3.5210 -3.8899
N -1.4436 -5.2801 0.5610
C -1.6818 -4.3140 2.8789
C -3.5820 -0.0957 1.7049
C -0.2182 4.0164 -4.7292
C -3.2622 1.3785 1.0187
C -1.1465 -7.6254 -0.4333
C -3.9495 -6.1895 1.8779
C -3.7402 -4.7324 1.4772
C -3.1620 -7.1310 0.9746
C 4.1499 2.7679 -2.4970
C 2.4637 0.9026 1.5038
C 0.1553 -0.6703 4.4771
C 3.1705 5.0445 -2.1147
C -2.6242 2.4407 2.1419
C -1.6698 -6.7479 0.7542
C 0.3169 0.3425 3.1581
C 0.8944 5.5670 -3.0564
C 4.4069 4.4270 -4.2660
C 2.1895 6.1468 -2.4960
C 1.6317 5.4245 -5.4674
C 1.9540 0.6319 3.0484
C 1.1471 4.6005 -4.2412
C -0.7995 -7.2286 1.9479
C -2.2402 -4.3457 1.4282
C -2.1070 -2.8575 0.9690
C 3.3893 3.9460 -3.1952
C -0.9749 2.3126 2.2553
H 0.3583 5.0492 -2.2500
H -1.9427 -5.1873 3.4726
H -3.6714 -6.3503 2.9243
H 0.2406 6.3910 -3.3705
H 1.8071 0.2856 -0.4472
H 2.7950 4.5759 -1.1946
H 4.3207 1.6441 2.2300
H -1.3369 1.2564 4.0311
H 4.4181 1.0355 0.6193
H 2.4611 -1.0022 0.5159
H -0.8981 4.8199 -5.0429
H -0.7490 3.4568 -3.9531
H 2.3076 1.4457 3.8162
H 4.5133 3.6844 -5.0679
H -0.0925 -0.2535 2.2378
H 3.6187 2.3900 -1.6165
H -4.2098 -4.5614 0.4994
H 1.5502 2.3889 0.2493
H -0.1048 -7.3843 -0.6773
H -1.0559 -2.5433 0.9580
H 2.6526 6.8323 -3.2129
H 4.1305 5.5062 -1.8491
H -2.5286 -2.6740 -0.0239
H -1.1521 -6.8928 2.9210
H 4.1566 5.3827 -4.7220
H -0.7850 -8.3234 2.0107
H -0.5835 1.8879 1.2368
H 5.4024 4.5701 -3.8289
H -3.6749 -7.1581 0.0033
H -5.2849 -0.4902 0.6658
H -4.2788 1.7663 0.5793
H -1.7489 -7.5045 -1.3404
H 2.9807 2.8447 0.9789
H -0.0752 3.3537 -5.5918
H -3.1218 2.3355 3.2000
H -2.6420 -2.1868 1.6547
H -2.9136 3.5162 1.7340
H 1.9782 4.7684 -6.2732
H -1.1849 -8.6927 -0.1824
H -3.2321 -8.1480 1.3822
H -4.2764 -4.0867 2.1847
H -2.5241 1.2328 0.1221
H 2.4228 6.1350 -5.2383
H -5.0164 -6.4328 1.8097
H 4.3085 1.9314 -3.1885
H 0.8175 6.0355 -5.8732
H 0.2421 -6.9011 1.8313
H -0.5916 -4.2071 2.8810
H 5.1367 3.0902 -2.1422
H -2.0927 -3.4649 3.4367
H 1.9611 6.7489 -1.6087
H 2.4623 -0.3873 3.4066
H -0.5779 3.4352 2.3249
*
```

HOMO energy (spin up / spin down) ... -0.13125 / -0.13125 hartree
HOMO-LUMO gap (spin up / spin down) ... 5.50 / 4.49 eV
E_tot ... -49038.75162 eV
Lowest unoccupied orbital energy (spin up / spin down) ... 1.93 / 0.92 eV

Here are the Mulliken charges for atoms 1 to 2, given in e: O -0.441; O -0.470

Entry 3:
A molecular structure, C10H4N2O4Sm, computed with ωB97M-V/def2-TZVPD.

ORCA input file:
```
! wB97M-V def2-TZVPD RIJCOSX def2/J DEFGRID3
* xyz 3 6
Sm 0.4512 0.0548 0.1608
O -2.4202 -2.7487 0.0438
O 2.9814 -0.0315 -2.4634
O -0.7369 2.9041 1.9597
O -1.9270 1.4491 -2.3970
N 0.6977 -0.9472 2.2214
N 5.1017 -0.7242 4.2460
C -0.3678 1.9931 1.3503
C 2.1796 -0.0026 -1.6289
C -1.2111 1.0017 -1.6129
C 2.0077 -0.7250 2.4966
C 2.5686 -1.1658 3.6943
C 0.4314 -2.0733 4.3218
C -0.0815 -1.6122 3.1115
C 3.9721 -0.9179 3.9935
C 1.7689 -1.8457 4.6100
C -1.6205 -1.9304 0.0342
H 2.2029 -2.1945 5.5417
H -0.2314 -2.6000 5.0096
H 2.5964 -0.1933 1.7352
H -1.1201 -1.7619 2.8126
*
```

ΔE to the lowest compared entry with this formula, charge and spin ... 0.0 kcal/mol
HOMO energy (spin up / spin down) ... -0.74657 / -0.74666 hartree
HOMO-LUMO gap (spin up / spin down) ... 5.08 / 6.39 eV
E_tot ... -39475.00478 eV
Lowest unoccupied orbital energy (spin up / spin down) ... -15.24 / -13.93 eV

Here are the Mulliken charges for atoms 1 to 2, given in e: Sm 1.816; O 0.044

- E_tot of number 1 (C38H57CaINOP2)?
  -88994.18680 eV